# 1
{
  "formula": "C18H43F6LuNO6S2Si2",
  "method": "ωB97M-V/def2-TZVPD",
  "species": ["H", "H", "C", "O", "H", "S", "C", "S", "Lu", "H", "H", "O", "C", "H", "H", "H", "Si", "H", "H", "H", "H", "H", "H", "H", "O", "H", "H", "C", "C", "C", "C", "F", "C", "N", "H", "C", "H", "H", "O", "F", "H", "C", "H", "H", "H", "H", "O", "F", "C", "C", "H", "H", "H", "F", "H", "H", "H", "H", "C", "Si", "C", "H", "C", "H", "C", "F", "H", "F", "H", "O", "C", "H", "H", "H", "H", "C", "H", "H", "H"],
  "coordinates": [[0.104, -2.299, -2.721], [-2.958, 1.666, 2.249], [-0.509, 0.559, -3.180], [5.154, 0.739, 1.160], [-2.771, 3.369, 2.751], [4.064, 1.643, 1.386], [-0.865, -1.908, -2.424], [3.110, -0.079, 3.442], [1.508, 0.348, 0.949], [0.931, 1.197, -4.607], [0.306, -3.975, 0.867], [3.065, 1.844, 0.278], [4.724, 3.360, 1.850], [2.070, -0.992, -1.616], [-1.743, 2.100, 3.478], [-1.943, -3.022, -3.898], [-0.948, 2.721, 1.218], [1.392, 3.653, 1.518], [-0.656, 1.513, -2.678], [3.847, -4.306, 1.236], [-1.591, 0.585, 0.391], [-5.122, -2.246, -1.122], [-0.867, -0.135, -1.178], [-2.853, -1.688, -3.141], [2.049, -0.900, 2.761], [4.713, -2.945, 0.465], [-3.482, -2.952, -1.249], [-1.478, 4.116, 0.079], [-4.186, -2.432, -0.582], [-1.876, -1.993, -3.525], [0.823, 0.406, -3.857], [5.639, 3.236, 2.835], [-2.233, 2.433, 2.550], [3.010, 1.291, 2.589], [0.139, 4.439, 2.479], [0.507, 3.460, 2.133], [-5.969, -0.152, -1.603], [0.903, -0.556, -4.384], [-0.534, -0.485, -2.054], [5.303, 3.917, 0.761], [2.814, -3.858, -2.177], [0.774, -3.011, 1.120], [3.563, -0.872, -0.684], [1.643, 0.508, -3.129], [3.841, -2.685, 1.991], [-5.826, 1.361, -2.528], [4.405, -0.651, 3.619], [1.145, 1.033, 4.793], [-3.606, -1.132, -0.074], [-0.663, 1.162, 0.253], [-0.660, 1.520, -0.788], [-4.305, 1.357, -0.531], [-2.683, -1.324, 0.494], [3.136, 1.358, 5.661], [-4.318, -0.605, 0.582], [0.812, 2.898, 3.024], [-5.046, -0.121, -3.144], [-0.005, -2.241, 0.994], [2.354, 0.460, 5.038], [2.294, -2.813, 0.024], [-4.048, 0.836, -1.464], [-1.363, 0.329, -3.824], [2.475, -1.075, -0.590], [1.101, -4.111, -1.760], [-5.294, 0.449, -2.234], [3.718, 4.167, 2.275], [-1.173, -2.382, -1.490], [2.165, -0.600, 5.846], [2.368, -5.075, -0.951], [-3.246, -0.305, -1.185], [3.816, -3.225, 1.033], [-1.611, -1.388, -4.396], [-0.667, 4.360, -0.623], [-3.408, 1.502, -2.060], [1.071, -3.034, 2.176], [2.123, -4.081, -1.354], [-4.408, -3.090, 0.266], [-1.693, 5.004, 0.691], [-2.371, 3.848, -0.499]],
  "total_charge": 1,
  "gap_ev": 9.19,
  "homo_ha": -0.4120,
  "e_lumo_ev": -2.0,
  "molar_mass_g_mol": 778.80
}

---

# 2
{
  "formula": "C3H5N4O2",
  "method": "ωB97M-V/def2-TZVPD",
  "species": ["N", "N", "C", "H", "N", "O", "C", "H", "H", "H", "N", "C", "O", "H"],
  "coordinates": [[0.822, -1.339, 0.509], [-2.017, 0.091, 0.310], [1.468, 0.930, -0.235], [2.293, -0.285, 1.382], [0.043, 1.216, -0.177], [-3.309, -0.450, -1.369], [-0.782, 0.346, 0.159], [2.017, 1.722, 0.388], [0.318, -1.547, -0.345], [1.798, 1.016, -1.299], [-3.151, -0.268, -0.144], [1.856, -0.410, 0.364], [-4.051, -0.203, 0.682], [2.697, -0.818, -0.224]],
  "total_charge": -1,
  "gap_ev": [7.63, 7.63],
  "homo_ha": [-0.1349, -0.1350],
  "e_lumo_ev": [4.0, 4.0],
  "molar_mass_g_mol": 129.10
}

---

# 3
{
  "formula": "C4H5NO2",
  "method": "ωB97M-V/def2-TZVPD",
  "species": ["C", "H", "N", "C", "O", "O", "H", "H", "H", "H", "C", "C"],
  "coordinates": [[-0.244, -1.072, 0.065], [-2.772, 0.972, 0.097], [1.667, 0.663, -0.281], [0.444, 0.148, -0.018], [2.462, -0.414, 0.103], [-1.655, -0.836, -0.287], [-0.668, 2.275, 0.067], [3.238, 0.146, -0.277], [0.154, -1.881, -0.617], [-0.247, -1.591, 1.027], [-0.590, 1.105, 0.038], [-1.789, 0.485, 0.083]],
  "smiles": "O/N=C1/C=COC1",
  "gap_ev": 8.50,
  "homo_ha": -0.2954,
  "e_lumo_ev": 0.5,
  "molar_mass_g_mol": 99.09
}

---

# 4
{
  "formula": "C9H14ClN3OP",
  "method": "ωB97M-V/def2-TZVPD",
  "species": ["H", "N", "H", "C", "C", "H", "H", "N", "H", "N", "C", "H", "H", "H", "H", "H", "C", "O", "C", "H", "C", "P", "H", "Cl", "C", "H", "C", "H", "C"],
  "coordinates": [[3.365, -1.132, 1.358], [2.557, 0.725, 0.725], [2.190, -0.146, 2.606], [-3.599, -1.695, -1.354], [-2.954, 0.260, -0.317], [1.357, 0.971, -2.647], [-4.975, -2.914, -0.362], [0.267, 0.717, 1.135], [0.024, 1.973, -1.049], [1.023, 1.666, -0.843], [-2.824, -0.553, -1.411], [-2.418, -0.222, -2.349], [2.967, 1.308, -1.876], [0.610, 0.458, 2.078], [3.231, 0.787, 0.047], [-3.714, 0.549, 1.649], [1.282, 0.987, 0.323], [-1.638, 2.279, -1.605], [-3.716, -0.139, 0.821], [1.930, 2.643, -2.543], [2.880, -0.247, 1.776], [-2.152, 1.838, -0.301], [3.716, 0.183, 2.338], [-2.721, 3.091, 1.057], [-4.403, -1.331, 0.913], [-5.024, -1.758, 1.720], [-4.323, -2.085, -0.251], [-3.629, -2.302, -2.248], [1.898, 1.660, -1.978]],
  "total_charge": 1,
  "spin_multiplicity": 3,
  "gap_ev": [7.38, 5.42],
  "homo_ha": [-0.3720, -0.4572],
  "s2": 2.030,
  "e_lumo_ev": [-2.7, -7.0],
  "molar_mass_g_mol": 246.66
}